Formula: C2Br2F5N
Source: OMol25
Level of theory: ωB97M-V/def2-TZVPD

Molecular weight ... 292.8 g/mol
HOMO-LUMO gap (spin up / spin down) ... 8.2 / 8.1 eV
Lowest unoccupied orbital energy (spin up / spin down) ... -1.028 / -1.028 eV
2S+1 ... 1
E_tot ... -5778.19325 Eh
Energy relative to the best compared isomer or geometry (same formula, charge and spin) ... 1.690 eV
Total charge ... 0

Geometry (Å):
C 0.277 -0.081 -0.676
C -0.744 0.543 0.346
N 1.564 -1.289 0.298
F 1.257 0.600 -1.287
F -0.356 -0.819 -1.573
F -1.093 1.783 0.082
F -0.244 0.637 1.598
F -1.820 -0.219 0.344
Br 0.811 -2.276 1.757
Br 2.438 -2.311 -0.858

These are the Löwdin partial charges, in e, on atoms 1 to 4:
1. C -0.31
2. C -0.59
3. N -1.03
4. F 0.12